No. 1
# C4H9NO

One molecule with the formula C4H9NO (ωB97M-V with the def2-TZVPD basis set, the OMol25 dataset).

XYZ file:
```
15
Properties=species:S:1:pos:R:3:forces:R:3
C -0.2323 -2.1187 -0.1210 0.060 -0.090 -0.012
C -0.4638 -0.6374 -0.2653 0.030 0.140 -0.016
C 0.5185 0.2673 -0.1222 -0.079 -0.143 0.010
N 1.8708 -0.0310 -0.0321 -0.050 -0.078 0.036
O 0.3820 1.6206 -0.0760 0.137 -0.081 -0.018
C -0.8989 2.1792 0.1307 -0.227 0.068 0.050
H 0.4496 -2.3407 0.7125 -0.097 0.029 -0.133
H 0.1867 -2.5922 -1.0201 -0.063 0.083 0.094
H -1.1721 -2.6342 0.1019 0.144 0.090 -0.048
H -1.4610 -0.3026 -0.5272 0.145 -0.010 0.102
H 2.1008 -1.0084 0.0582 -0.060 0.117 0.026
H 2.3923 0.5778 0.5813 -0.038 -0.061 -0.032
H -1.3098 2.5547 -0.8120 0.029 -0.108 0.080
H -1.5892 1.4519 0.5658 0.095 0.104 0.002
H -0.7739 3.0137 0.8255 -0.026 -0.061 -0.138
```
Positions in Å, forces in eV/Å.

LUMO energy in eV: 1.05
Energy above the lowest of the compared OMol25 structures with the same formula, charge and spin in kcal per mole: 37.4
Kohn-Sham gap in eV: 8.83
Maximum force in eV Å⁻¹: 0.24
Energy in a.u.: -287.77282

No. 2
# C3H5Cl

A 2-piece molecular cluster, C3H5Cl overall at a distorted geometry (ωB97M-V with the def2-TZVPD basis set, the OMol25 dataset).

XYZ file:
```
9
Properties=species:S:1:pos:R:3:forces:R:3
C -0.2677 -0.5403 0.0708 1.108 1.019 -0.050
C -1.2215 0.3729 0.0159 0.040 4.140 1.635
C 1.1800 -0.1556 0.0218 1.293 2.656 -0.771
Cl -2.8936 0.0355 0.0394 -0.518 -0.271 -0.268
H -0.3514 -1.5794 -0.1414 -1.126 -0.721 0.158
H -1.0876 1.8462 0.2486 0.123 -4.963 -0.861
H 1.9535 -0.9597 0.0788 -1.006 0.489 0.226
H 1.1879 0.2254 -1.0647 0.909 -0.257 1.514
H 1.5005 0.7550 0.7307 -0.825 -2.093 -1.584
```
Positions in Å, forces in eV/Å.

LUMO energy in eV: 1.02
Energy above the lowest of the compared OMol25 structures with the same formula, charge and spin in kcal per mole: 49.1
Kohn-Sham gap in eV: 10.24
Maximum force in eV Å⁻¹: 5.04
Energy in a.u.: -577.39493

No. 3
# C26H40Cl3N4O3SiSm

C26H40Cl3N4O3SiSm as an isolated structure at a distorted geometry (ωB97M-V with the def2-TZVPD basis set, the OMol25 dataset).

XYZ file:
```
78
Properties=species:S:1:pos:R:3:forces:R:3
C 1.5387 -0.8057 -3.5011 0.026 -0.068 0.089
C 1.0745 0.6157 -3.3991 -0.516 0.826 -0.325
H 1.4443 -1.1966 -4.5139 0.092 -0.065 0.158
H 0.9622 -1.4439 -2.8162 0.155 0.128 -0.131
H 2.5894 -0.8735 -3.1893 -0.159 -0.048 -0.070
C 0.5446 1.3277 -4.4020 0.088 -0.323 0.176
C 0.3413 0.8387 -5.8003 -0.102 0.026 -0.445
H 0.2074 2.3541 -4.2278 0.240 -0.253 0.084
H 0.5016 -0.2377 -5.9186 -0.070 0.260 0.038
H 1.0207 1.3503 -6.4954 -0.104 -0.066 0.074
H -0.6777 1.0688 -6.1421 0.168 -0.079 0.032
Sm 0.1309 -0.4234 0.8359 0.178 0.982 -1.274
Cl 2.6791 0.1846 1.0106 0.106 0.079 0.281
Cl -0.1927 -2.9404 0.3968 -0.165 -0.257 0.103
C 0.4520 2.8609 1.5760 -0.236 -0.426 -0.042
O -0.3568 1.9062 1.6891 0.850 0.854 -0.152
N 0.1515 4.1315 1.8652 -0.060 -0.168 0.113
C -1.1825 4.4784 2.3452 0.157 0.148 -0.061
C 1.1323 5.2154 1.8099 -0.052 -0.099 -0.032
H 1.4889 2.6816 1.2281 -0.366 0.124 0.116
H -1.7702 3.5609 2.4348 0.096 0.298 0.020
H -1.6598 5.1824 1.6518 0.050 -0.224 0.016
H -1.0946 4.9925 3.3105 -0.066 -0.231 -0.078
H 2.1052 4.8304 1.4773 -0.338 0.107 0.079
H 1.2287 5.6780 2.8008 0.072 -0.222 -0.105
H 0.7991 6.0038 1.1237 0.058 -0.297 -0.010
H -1.3609 -0.9543 -2.6440 -0.190 -0.008 0.225
H -2.3592 1.5069 -3.1852 -0.198 -0.167 0.150
C -2.3043 -1.1059 -2.1018 0.388 0.037 -0.059
C -3.2256 1.1249 -2.6249 -0.199 -0.043 0.186
N -2.7971 0.1783 -1.6056 -0.239 0.144 0.408
H -2.1361 -1.8131 -1.2824 -0.067 0.276 -0.166
C -2.7925 0.5296 -0.3196 0.486 -0.342 -0.208
O -2.1984 -0.1043 0.5824 -0.886 0.361 -0.464
H -3.7390 1.9545 -2.1237 0.081 -0.102 -0.300
H -3.3737 1.4528 -0.0905 0.447 -0.424 -0.102
H -3.0483 -1.5009 -2.8018 0.042 0.007 0.182
H -3.9118 0.6154 -3.3125 0.102 0.240 0.093
O 0.2624 0.4864 -1.2068 -0.996 -0.398 1.624
C 1.1534 1.1766 -1.9896 0.812 0.116 0.132
C -0.1645 3.3785 -1.8123 0.067 0.330 0.112
C 1.0569 2.7119 -1.8695 0.005 -0.650 -0.247
H -1.0915 2.8000 -1.8056 0.306 0.170 0.013
C -0.1918 4.7775 -1.7498 -0.310 -0.201 0.118
H 2.1593 0.9210 -1.6215 0.228 0.228 -0.114
C 2.2408 3.4514 -1.8445 -0.030 0.328 -0.063
H -1.1479 5.2980 -1.6973 0.147 -0.114 -0.039
C 0.9841 5.5174 -1.7414 0.390 -0.031 -0.034
C 2.2103 4.8524 -1.7983 0.001 -0.523 0.115
H 3.1912 2.9061 -1.8689 -0.312 0.291 -0.009
H 0.9687 6.6071 -1.6809 -0.102 -0.291 -0.071
H 3.1502 5.4029 -1.7907 -0.235 -0.032 0.003
Si 0.4289 -7.0205 0.0200 0.213 -0.183 0.117
Cl 0.6578 -6.3695 -1.9596 -0.018 -0.450 -0.084
C -1.3909 -6.7948 0.3656 -0.133 0.177 0.108
C 1.6358 -5.9107 0.8937 -0.041 0.285 0.229
C 0.9015 -8.8332 0.3373 -0.035 0.146 -0.359
H -1.6892 -5.7692 0.1043 0.052 -0.264 0.088
H -1.6295 -6.9655 1.4247 0.057 0.021 -0.202
H -1.9852 -7.4994 -0.2366 0.203 0.203 0.146
H 0.2364 -9.5186 -0.2100 0.228 0.164 0.139
H 0.8178 -9.0716 1.4114 -0.022 0.210 -0.323
H 1.9400 -9.0323 0.0330 -0.303 0.038 0.057
H 1.4221 -4.8559 0.6571 0.128 -0.461 0.091
H 2.6602 -6.1436 0.5649 -0.294 0.012 0.099
H 1.5771 -6.0311 1.9821 0.089 0.000 -0.094
N -0.3118 0.0967 8.8836 0.220 -0.366 -3.051
C -0.2219 -0.0472 7.7213 -0.193 0.329 3.088
C -0.1048 -0.2220 6.3005 0.083 0.106 -0.712
C -0.9679 -1.0780 5.6119 -0.015 -0.075 -0.200
C -0.8451 -1.1870 4.2257 0.269 0.152 -0.118
N 0.0854 -0.5189 3.5116 -0.069 0.071 0.921
C 0.9255 0.2930 4.1872 -0.098 -0.098 0.028
C 0.8594 0.4845 5.5717 -0.032 -0.132 -0.398
H -1.7245 -1.6522 6.1446 0.192 0.176 -0.167
H -1.5144 -1.8395 3.6524 0.282 0.247 0.259
H 1.6929 0.8014 3.5850 -0.408 -0.274 0.266
H 1.5517 1.1730 6.0535 -0.197 -0.240 -0.066
```
Positions in Å, forces in eV/Å.

LUMO energy (spin up / spin down) in eV: -0.90 / -0.90
Expectation value of S²: 8.76
Kohn-Sham gap (spin up / spin down) in eV: 7.53 / 7.55
Multiplicity: 6
Maximum force in eV Å⁻¹: 3.11
Energy in a.u.: -3787.76657

Which of these has the lowest maximum force?
C4H9NO